1.
Formula: C38H49Cl2F27O18
Source: the Open Molecules 2025 dataset
Level of theory: wB97M-V/def2-TZVPD

Structure (XYZ):
```
134
Properties=species:S:1:pos:R:3:forces:R:3
C -18.0747 -1.1496 -6.0529 -0.5359 -0.1587 0.7697
C -17.3058 -0.2640 -5.0753 0.5656 -0.0859 -1.9498
O -18.0103 0.0126 -3.8764 0.3704 -0.1586 0.7191
C -18.9988 0.8827 -3.9149 -0.1881 -0.3423 -0.0555
O -19.4464 1.4288 -4.8709 -0.0334 0.4111 -0.4960
C -19.6101 1.1396 -2.5259 0.1576 0.1103 0.2026
F -20.9308 1.0375 -2.5905 -0.2069 -0.0696 -0.0109
F -19.1642 0.3160 -1.5794 0.0510 -0.2104 0.0407
F -19.3032 2.3852 -2.1469 0.0334 0.2280 0.0007
H -19.0935 -0.8235 -6.2652 0.1624 0.4643 0.0335
H -18.2054 -2.1242 -5.5799 0.2602 -0.2262 -0.3693
H -17.5447 -1.2061 -7.0009 0.1224 -0.2662 0.0804
H -16.9717 0.6335 -5.6042 -0.4994 0.4221 0.3921
H -16.3665 -0.7628 -4.8325 -0.3280 -0.0936 0.6038
C -9.0791 -2.8396 -6.0241 -0.2365 0.5198 1.2491
C -8.0014 -1.7633 -6.1736 -1.1090 -0.3540 0.4416
O -7.1593 -2.2412 -7.2211 0.0993 -0.1593 -1.1188
C -5.8503 -2.2472 -7.0848 -0.1141 0.3475 1.2470
O -5.2527 -1.7701 -6.1673 0.4201 0.1106 0.1656
C -5.0982 -2.9462 -8.2162 -0.5398 0.5988 -0.8599
F -5.9180 -3.6806 -8.9744 0.2118 -0.2627 0.0791
F -4.5791 -1.9871 -9.0105 0.1049 -0.1736 0.1000
F -4.1140 -3.6914 -7.7534 0.0578 -0.2041 0.0508
H -9.6216 -3.0235 -6.9469 0.3046 -0.1911 -0.1721
H -9.8285 -2.5025 -5.2985 0.0620 0.2741 -0.1051
H -8.6959 -3.7424 -5.5493 0.2061 -0.1996 -0.5261
H -7.4506 -1.5529 -5.2585 0.1728 -0.3398 -0.0729
H -8.4951 -0.8285 -6.4442 0.3412 0.0337 -0.4585
C -14.0342 7.7569 -5.7460 -0.8807 -0.3634 -0.8396
C -14.3123 6.5708 -4.8583 0.6730 0.4370 1.0642
O -13.9107 5.3804 -5.5411 0.3204 -0.5428 -1.0578
C -13.6622 4.2813 -4.8522 0.1379 1.2039 -0.1913
O -13.8387 4.1535 -3.6835 -0.0794 -0.5592 0.7387
C -13.0357 3.1635 -5.7161 -1.3901 -0.2460 0.4921
F -13.8910 2.1144 -5.6508 -0.0087 -0.2199 -0.0341
F -12.9189 3.4784 -6.9897 0.5563 0.1177 -0.2057
F -11.8949 2.7642 -5.1843 0.4634 0.1861 -0.2792
H -14.0345 8.6824 -5.1763 0.0011 -0.0145 0.0312
H -14.8396 7.7846 -6.4854 0.1532 0.3734 -0.0889
H -13.1069 7.6484 -6.3052 0.1572 -0.0046 0.2632
H -15.3591 6.4809 -4.5708 0.0277 0.0228 0.0139
H -13.6985 6.6817 -3.9587 -0.2214 -0.3644 0.0971
C -10.2753 2.3328 3.0949 1.2293 0.1308 -1.7951
C -9.5108 1.1556 2.4463 -0.0582 0.7115 2.0119
O -10.5006 0.1746 2.0997 -0.0274 -0.5972 -0.2182
C -10.5742 -0.1816 0.8314 0.4598 0.5806 -0.0579
O -9.8633 0.2194 -0.0465 -0.1047 -0.0857 -0.3725
C -11.6905 -1.1973 0.5270 0.1966 -0.1449 0.8702
F -11.1476 -2.2619 -0.0557 0.1652 -0.2864 -0.3608
F -12.3130 -1.6015 1.6211 -0.1925 -0.1209 0.3663
F -12.5957 -0.6808 -0.2885 -0.3061 0.3591 -0.6082
H -10.7145 2.0715 4.0485 -0.2633 -0.0256 -0.1010
H -10.9612 2.6935 2.3288 -0.5438 0.0069 0.4893
H -9.5522 3.1461 3.1976 -0.0351 -0.0213 0.4045
H -8.8889 0.7629 3.2541 -0.1043 -0.6238 -0.2121
H -8.8158 1.4031 1.6515 -0.5349 0.1243 -0.4264
C -12.7212 -4.8907 -1.5321 -0.5318 0.4893 -0.0115
C -13.2006 -6.3154 -1.6699 1.5735 -0.3638 -0.9931
O -13.4208 -6.9436 -0.4003 -0.5362 1.4071 0.2177
C -13.3899 -8.2411 -0.2749 0.1160 -0.1341 0.1008
O -13.1270 -9.0497 -1.1076 -0.0413 -0.4215 -0.3360
C -13.6671 -8.6178 1.1995 0.5924 -0.3633 0.0012
F -14.2812 -7.6581 1.8705 -0.2673 0.1006 0.1535
F -14.3736 -9.7387 1.2715 -0.3515 -0.0744 -0.0576
F -12.4897 -8.8634 1.8064 0.0620 0.1556 -0.0303
H -13.5312 -4.1750 -1.3898 0.0586 -0.0439 0.3837
H -12.2493 -4.6039 -2.4748 0.0251 -0.1277 -0.0513
H -11.9664 -4.7852 -0.7551 -0.1147 -0.0425 0.1061
H -12.3662 -6.8154 -2.1691 -0.1775 -0.5271 0.1654
H -14.0413 -6.4221 -2.3488 -0.3960 -0.0533 0.3926
C -11.6015 3.0395 -1.5701 -0.2829 -1.3465 -0.6622
C -12.0015 3.7289 -0.2893 0.2109 0.0756 -0.6466
O -13.2465 4.4001 -0.5217 -1.6315 -0.0708 0.3301
C -13.5438 5.5627 0.0465 1.4362 0.3657 -1.5293
O -12.7310 6.3518 0.4262 -0.0671 0.1850 0.8952
C -15.0137 6.0114 -0.1259 0.4561 -0.4773 0.0392
F -15.4860 6.3413 1.0742 -0.3489 -0.0393 -0.0484
F -15.0729 7.0811 -0.9198 0.0555 0.1054 0.0254
F -15.7641 5.0604 -0.6796 -0.3264 0.0139 0.1978
H -12.3164 2.3257 -2.0026 -0.5743 0.1895 0.6712
H -10.7801 2.3477 -1.3646 0.4800 0.5585 -0.1138
H -11.4619 3.6696 -2.4472 0.6203 0.4516 0.4357
H -11.2333 4.4527 -0.0178 -0.1284 -0.0228 0.2778
H -12.2008 3.0035 0.5006 0.1820 0.0740 0.0789
C -12.6379 -4.0951 -7.7037 -0.0138 -0.7712 1.4546
C -13.9452 -3.4067 -7.3371 0.2874 0.9301 -1.7364
O -14.5451 -3.9296 -6.1660 0.4210 -0.5304 1.3327
C -15.8402 -4.2063 -6.1154 0.5144 -0.9566 -1.9245
O -16.5739 -4.0814 -7.0488 -0.7319 0.4035 0.1467
C -16.3071 -4.9727 -4.8572 -0.3758 1.4453 -1.0008
F -17.0595 -6.0003 -5.2021 0.3539 -0.6521 -0.0278
F -15.2753 -5.3427 -4.1272 -0.1838 -0.2394 0.6995
F -17.1363 -4.1320 -4.2117 0.3621 0.0592 0.8768
H -12.0529 -4.2810 -6.7969 0.1531 0.2689 -0.0588
H -12.0286 -3.5314 -8.4035 -0.2124 0.1329 -0.1073
H -12.8337 -5.0979 -8.0856 -0.0572 0.1224 -0.2917
H -14.5535 -3.4825 -8.2401 -0.6656 -0.1353 0.4744
H -13.8185 -2.3334 -7.1820 0.1755 -0.0139 0.1818
C -18.8636 -2.8611 -1.5561 0.3016 0.6018 0.0000
C -17.4775 -2.6156 -0.9843 -0.1092 -1.1702 -2.1414
O -17.4148 -3.2918 0.2575 -0.0501 0.4569 1.5108
C -16.2350 -3.4024 0.8561 -0.0046 0.0573 -0.6980
O -15.1818 -3.1971 0.3301 0.3534 0.1840 0.1353
C -16.3240 -3.8817 2.3265 -0.4017 0.5732 -0.6558
F -15.9966 -5.1675 2.3834 -0.0365 -0.2384 0.2331
F -15.4813 -3.1738 3.0663 0.2968 -0.1012 0.1694
F -17.5501 -3.6942 2.8144 -0.0663 -0.3181 0.1610
H -19.6511 -2.4808 -0.9075 -0.0252 -0.0396 0.0043
H -19.0092 -3.9200 -1.7587 -0.0817 0.0033 0.0543
H -18.8808 -2.3046 -2.4960 -0.2726 -0.1342 -0.0478
H -17.1841 -1.5653 -1.0391 -0.0737 0.0224 0.9996
H -16.8008 -3.1235 -1.6840 0.1985 0.0978 0.2587
C -15.7465 1.3462 -1.9406 1.1390 -0.3947 1.4611
C -15.0836 1.7874 -0.6213 0.4053 1.7321 -1.9352
O -15.7048 1.1864 0.4845 -0.2196 -0.1947 1.0085
C -14.9901 0.9949 1.5941 0.2968 -0.7813 -1.4126
O -13.8250 1.2246 1.7265 0.0082 0.3710 0.4458
C -15.8571 0.2481 2.6179 -0.4244 0.5951 0.2068
F -16.6894 1.1543 3.1765 0.1540 -0.2594 0.1492
F -16.6215 -0.6845 2.0407 0.1369 -0.0778 0.0178
F -15.1157 -0.3115 3.5566 -0.0673 0.0444 0.0152
H -15.7617 0.2556 -1.9127 -0.2896 0.0184 -0.3797
H -15.0209 1.6762 -2.6844 -0.4726 0.0953 -0.4417
H -16.7406 1.7628 -2.0584 0.0505 0.0433 -0.1303
H -15.1293 2.8788 -0.5968 -0.6142 -0.0857 0.5696
H -13.9953 1.7047 -0.6780 -0.1033 -1.0957 0.4142
Cl -14.6989 -1.9374 -3.1333 -0.2241 -0.4256 -0.2489
C -13.5352 -0.6851 -3.5827 0.0447 0.6343 0.1479
C -12.3075 -1.2407 -4.2621 0.2904 -0.3861 0.8744
Cl -11.0016 -0.0631 -3.9858 0.3132 0.3095 -0.4173
H -13.2698 -0.2111 -2.6408 0.2049 -0.0592 -0.0465
H -14.0042 0.0845 -4.1943 -0.1970 -0.2030 -0.0621
H -12.4296 -1.4630 -5.3182 0.0126 0.1543 -0.0203
H -11.9448 -2.1171 -3.7279 -0.2964 -0.2142 -0.1859
```
Forces are in eV/Å.

Output
* structure (SMILES): CCOC(=O)C(F)(F)F.CCOC(=O)C(F)(F)F.CCOC(=O)C(F)(F)F.CCOC(=O)C(F)(F)F.CCOC(=O)C(F)(F)F.CCOC(=O)C(F)(F)F.CCOC(=O)C(F)(F)F.CCOC(=O)C(F)(F)F.CCOC(=O)C(F)(F)F.ClCCCl
* highest occupied orbital energy: -11.2 eV
* energy above the lowest of the compared OMol25 structures with the same formula, charge and spin: 87.4 kJ/mol
* LUMO energy: 0.0008 Eh

Mulliken atomic charge list, values in e, 4 entries: -1.425, 0.506, 0.295, 0.283

=====

2.
Formula: C38H49HgN12PSSe
Source: the Open Molecules 2025 dataset
Level of theory: wB97M-V/def2-TZVPD

Structure (XYZ):
```
103
Properties=species:S:1:pos:R:3:forces:R:3
Hg -0.6610 -0.5638 -0.5705 -0.0645 0.2162 -0.0396
N 0.5024 2.6717 -0.6736 -0.1885 0.0558 -0.5048
C 0.7069 2.9853 -2.0031 -0.0535 -0.1397 0.1524
C 0.6834 4.3300 -2.4047 0.0188 0.0388 -0.0174
C 0.8853 4.6856 -3.7202 -0.0073 0.0285 0.1010
C 1.1288 3.7152 -4.6880 0.0418 -0.0591 -0.1281
C 1.1282 2.3862 -4.3199 0.0062 0.0838 0.0687
C 0.8983 1.9994 -2.9938 -0.1228 -0.0450 0.4246
P 0.7890 0.2306 -2.5982 -0.1582 -0.1065 -0.2821
C 2.4870 -0.4009 -2.5544 -0.0462 0.0401 0.1507
C 3.5776 0.4631 -2.5897 -0.0278 -0.0064 -0.0371
C 4.8670 -0.0498 -2.5516 -0.0070 0.0230 0.0426
C 5.0706 -1.4190 -2.4732 0.0359 0.0032 0.0256
C 3.9851 -2.2838 -2.4218 0.0095 -0.0104 0.0439
C 2.6976 -1.7761 -2.4543 -0.0250 0.0266 0.1005
C 0.0672 -0.4456 -4.1399 -0.0409 0.1855 -0.0405
C 0.6909 -1.3578 -4.9831 -0.0380 0.0094 0.0838
C 0.0744 -1.7426 -6.1704 0.0246 -0.0372 0.0108
C -1.1517 -1.2083 -6.5291 0.0041 -0.0080 -0.0368
C -1.7726 -0.2830 -5.6972 -0.0312 -0.0219 0.0391
C -1.1683 0.0924 -4.5112 0.0442 0.0169 0.0567
H 0.5659 3.4397 -0.0279 -0.0161 0.0200 0.0204
H 0.8629 1.7956 -0.3080 0.1453 0.1212 0.2024
H 0.5121 5.0932 -1.6534 0.0055 -0.0033 -0.0198
H 0.8626 5.7324 -3.9962 0.0084 -0.0131 0.0017
H 1.3090 3.9945 -5.7174 -0.0051 -0.0044 0.0282
H 1.3091 1.6293 -5.0717 -0.0446 -0.0395 -0.0093
H 3.4167 1.5320 -2.6559 0.0276 -0.0103 0.0011
H 5.7127 0.6252 -2.5781 -0.0076 -0.0087 -0.0080
H 6.0777 -1.8150 -2.4408 -0.0236 0.0046 -0.0011
H 4.1466 -3.3504 -2.3383 -0.0259 -0.0021 0.0006
H 1.8505 -2.4499 -2.3922 0.0027 -0.0318 0.0049
H 1.6637 -1.7574 -4.7354 0.0301 -0.0213 -0.0078
H 0.5684 -2.4522 -6.8225 0.0007 0.0294 0.0163
H -1.6131 -1.4925 -7.4669 -0.0004 -0.0138 0.0411
H -2.7225 0.1535 -5.9828 0.0350 0.0032 0.0092
H -1.6287 0.8330 -3.8674 -0.0594 -0.0236 -0.0427
N -4.9389 1.0001 -1.8429 -0.0533 -0.1082 -0.0277
C -4.7048 2.3106 -1.5086 0.0458 0.0852 0.0622
C -3.3492 2.4308 -1.4223 -0.0033 -0.0385 0.0009
N -2.7571 1.2309 -1.7047 0.2108 -0.1013 0.0511
C -3.7296 0.3861 -1.9446 0.0216 0.2366 0.0845
C -3.4942 -0.9907 -2.3384 0.0854 -0.3918 -0.1704
N -2.3398 -1.6190 -2.2231 -0.2695 0.3709 0.1210
C -2.5021 -2.8318 -2.8418 0.3056 -0.0513 -0.0537
C -3.7696 -2.9496 -3.3199 0.0325 -0.0463 -0.0101
N -4.3908 -1.7718 -2.9929 -0.0486 0.0657 0.0339
H -5.8457 0.5769 -1.9280 -0.0447 -0.0089 0.0343
H -5.5019 3.0183 -1.3597 0.0066 -0.0479 -0.0168
H -2.7577 3.2979 -1.1832 -0.0263 0.0196 0.0079
H -1.6834 -3.5284 -2.9375 -0.0678 0.0021 0.0611
H -4.2688 -3.7432 -3.8484 0.0089 0.0538 -0.0006
H -5.3352 -1.5307 -3.2350 -0.0269 0.0295 -0.0393
Se 1.8052 -3.1887 0.7359 -0.2149 0.1137 0.0634
N 3.4318 -2.6305 1.2038 0.3103 0.0423 -0.2160
C 3.4028 -1.2918 1.2360 0.1304 0.0503 -0.9289
C 4.4728 -0.4629 1.6032 0.0351 0.0473 -0.1669
C 4.2816 0.9097 1.5613 0.1471 0.0053 -0.0386
C 3.0625 1.4305 1.1529 -0.0612 0.0130 -0.3545
N 2.0017 0.6801 0.8058 0.4183 -0.1125 -0.3765
C 2.1585 -0.6474 0.8685 0.2510 -0.2652 -0.2517
N 1.1224 -1.4891 0.6365 0.3766 0.0316 -0.0278
H 5.4157 -0.8993 1.9064 -0.0305 -0.0159 -0.0124
H 5.0884 1.5827 1.8219 -0.0481 0.0016 0.0184
H 2.9198 2.5044 1.0927 0.0124 -0.0110 -0.0132
N -2.9429 -3.5669 0.2453 -0.0604 0.0733 0.1172
N -1.6996 -2.9422 0.5718 0.0195 -0.0663 -0.0958
H -3.0655 -4.4340 0.7545 0.0114 -0.0767 0.0183
H -2.9468 -3.7760 -0.7412 -0.0013 0.0155 -0.0986
H -0.9420 -3.6146 0.6361 0.0071 -0.1547 0.0771
H -1.8145 -2.5282 1.4880 0.0678 0.2084 0.0045
C -3.9496 -0.4113 5.0110 -0.0059 0.1044 0.0739
C -3.5033 0.6888 5.9778 0.0960 -0.1167 -0.1228
C -1.9786 0.8384 6.0960 -0.0836 0.0589 -0.1505
C -1.3658 1.8577 5.1331 -0.0759 -0.2357 0.0594
N -1.6085 1.5622 3.7149 0.0452 0.0124 0.0609
C -1.0136 0.7283 2.8452 0.5287 0.0696 -0.1579
S -2.0195 0.2492 1.5245 -0.2345 -0.0960 -0.4520
N 0.2439 0.3155 2.8955 -0.4311 0.0212 0.5370
C 1.3563 0.7516 3.7449 -0.1172 -0.1437 0.2067
C 1.5343 -0.0418 5.0551 -0.0149 0.0523 -0.0379
C 2.8584 -0.8000 5.1318 -0.0993 -0.1280 -0.0337
C 2.9452 -1.9106 4.0929 -0.2405 0.1836 0.2020
H -5.0384 -0.4700 4.9756 0.0197 -0.0283 -0.0115
H -3.5744 -1.3806 5.3458 -0.0042 0.0039 -0.0257
H -3.5928 -0.2510 3.9924 0.0041 -0.0198 0.0018
H -3.9076 0.4541 6.9628 -0.0292 0.0643 0.0209
H -3.9422 1.6485 5.6829 -0.0240 -0.0019 0.0557
H -1.5072 -0.1345 5.9430 0.0710 -0.0529 0.0466
H -1.7174 1.1669 7.1047 0.0411 -0.0111 -0.0154
H -0.3077 1.9688 5.3262 0.1561 -0.0160 -0.0492
H -1.8260 2.8299 5.3120 0.0453 0.0515 -0.0292
H -2.5484 1.7743 3.4186 -0.0279 0.0456 -0.0401
H 0.4876 -0.3373 2.1569 -0.2002 -0.0245 0.1692
H 1.2417 1.8123 3.9412 -0.0388 0.1956 -0.0179
H 2.2489 0.6577 3.1248 -0.1826 -0.0362 0.2999
H 0.7150 -0.7585 5.1410 -0.0619 -0.0088 0.0689
H 1.4628 0.6380 5.9073 -0.0615 -0.0169 0.0118
H 2.9549 -1.2240 6.1333 0.0655 0.0538 0.0338
H 3.6884 -0.1001 4.9987 0.0137 0.0253 0.0187
H 2.1595 -2.6534 4.2510 0.0052 -0.0300 0.0438
H 3.9071 -2.4219 4.1305 0.0016 -0.0079 -0.0743
H 2.8341 -1.5097 3.0828 -0.1537 -0.2374 0.9998
```
Forces are in eV/Å.

Output
* net charge: +1
* multiplicity: 2
* highest occupied orbital energy (alpha / beta): -8.2 / -10.1 eV
* energy above the lowest of the compared OMol25 structures with the same formula, charge and spin: 4.4 kJ/mol
* LUMO energy (alpha / beta): -0.0718 / -0.0922 Eh

Mulliken atomic charge list, values in e, 4 entries: 2.801, 0.458, 0.199, -0.551